Record 1
ORCA calculation (ωB97M-V with the def2-TZVPD basis set) on a molecular structure, C18H22N5OPdS.

The geometry in XYZ format:
```
48
C18H22N5OPdS ωB97M-V with the def2-TZVPD basis set
Pd -1.25554 0.01941 0.28742
N -0.15923 2.95644 0.38382
C -0.63997 3.30289 -0.96236
C -2.14614 3.44964 -0.95665
C -2.97768 2.19918 -0.73855
N -2.69742 1.51037 0.55916
H -0.59592 3.58192 1.05514
H 0.83548 3.13955 0.45295
H -0.33789 2.52987 -1.67590
H -0.20519 4.24741 -1.30371
H -2.47194 3.85105 -1.91858
H -2.40150 4.20541 -0.20252
H -2.79932 1.47187 -1.52863
H -4.02483 2.50876 -0.79770
H -3.48668 0.93281 0.81929
H -2.58666 2.21361 1.28202
S -4.05071 -3.35222 -0.00263
C -4.94546 -1.94171 -0.30287
C -4.16664 -0.82099 -0.29930
C -2.79112 -1.11193 -0.01708
C -2.59999 -2.45606 0.13386
C -1.28648 -3.03707 0.28893
C -0.99843 -4.38643 0.13096
C 0.30969 -4.80910 0.25609
C 1.29373 -3.87260 0.53800
C 0.92472 -2.54855 0.67068
N -0.33637 -2.12358 0.54619
H -6.00752 -2.00299 -0.47762
H -4.58761 0.14417 -0.53213
H -1.79032 -5.08475 -0.10299
H 0.56126 -5.85373 0.13171
H 2.33089 -4.15492 0.64382
H 1.67242 -1.80008 0.88649
N 6.04670 0.86551 1.00307
C 5.37217 0.35021 -0.05064
O 5.91460 -0.12634 -1.02277
C 3.86007 0.38481 0.02649
C 3.13037 0.56748 1.19472
C 1.74880 0.56597 1.12522
N 1.07343 0.39688 -0.01642
C 1.78066 0.20584 -1.12979
C 3.16404 0.18845 -1.15432
H 7.05086 0.89964 0.94481
H 5.59557 1.34405 1.75969
H 3.60329 0.66598 2.16282
H 1.15682 0.70133 2.02224
H 1.21104 0.06054 -2.04020
H 3.70997 0.02198 -2.07226
```

For the highest occupied orbital energy, the calculation gives -11.07 eV. As for the total energy: -42830.912 eV. Its total charge is +1.


Record 2
ORCA calculation (ωB97M-V with the def2-TZVPD basis set) on a molecular structure, C22H35N2O6SSr.

The geometry in XYZ format:
```
67
C22H35N2O6SSr ωB97M-V with the def2-TZVPD basis set
Sr 0.52333 0.66679 -0.08095
C -0.19547 -2.42225 1.42713
C 0.36898 -1.58064 2.54615
O 0.04275 -0.19733 2.36578
C -1.20717 0.19894 2.92947
C -1.32265 1.69504 2.74339
O -1.17222 2.05844 1.36864
C -2.36655 2.35230 0.64906
C -3.13107 1.09957 0.26526
O -2.18599 0.18646 -0.28417
C -2.65749 -0.73982 -1.26300
C -1.75563 -0.64272 -2.48127
O -0.37668 -0.68587 -2.13645
C 0.29273 -1.94695 -2.17791
C 0.05152 -2.74785 -0.91504
O 0.30732 -1.89658 0.20233
H -1.29174 -2.38198 1.41503
H 0.11038 -3.46529 1.54806
H 1.45716 -1.63690 2.54766
H -0.00770 -1.92476 3.51233
H -1.21883 -0.04409 3.99623
H -2.03036 -0.32686 2.43617
H -0.52440 2.20099 3.28590
H -2.28347 2.05158 3.12258
H -2.03741 2.87513 -0.25003
H -3.00088 3.03111 1.22495
H -3.89682 1.36070 -0.46973
H -3.62797 0.64868 1.13044
H -3.68384 -0.51071 -1.55887
H -2.64751 -1.74189 -0.82930
H -1.90711 0.32461 -2.96321
H -1.99913 -1.42188 -3.20906
H 1.35119 -1.70802 -2.28450
H -0.03096 -2.52313 -3.04828
H 0.71849 -3.61384 -0.88100
H -0.98129 -3.10812 -0.86825
C 6.17541 3.72106 0.05324
C 6.33022 2.50922 -0.85380
N 5.45527 1.40123 -0.45892
C 6.07817 0.37330 0.36842
C 6.74643 -0.71206 -0.46433
C 4.17766 1.36241 -0.86501
S 3.25160 -0.05958 -0.45932
N 3.80508 2.40504 -1.61353
C 2.57615 2.80397 -1.90663
O 1.49685 2.38396 -1.41206
C 2.49244 3.92603 -2.89431
C 3.63316 4.57097 -3.36267
C 3.52475 5.61326 -4.26905
C 2.27594 6.01903 -4.71973
C 1.13322 5.37952 -4.25775
C 1.24309 4.34145 -3.34724
H 6.87786 4.50352 -0.23489
H 6.37172 3.45489 1.09343
H 5.16326 4.11681 -0.02331
H 7.35265 2.13238 -0.81193
H 6.10992 2.77329 -1.88471
H 5.32563 -0.06135 1.02038
H 6.81440 0.87744 0.99736
H 6.00115 -1.23193 -1.06554
H 7.23979 -1.43709 0.18344
H 7.49771 -0.28684 -1.13159
H 4.59945 4.24765 -3.00312
H 4.41594 6.11299 -4.62552
H 2.19284 6.83262 -5.42848
H 0.15809 5.69317 -4.60748
H 0.36021 3.83877 -2.97669
```

For the highest occupied orbital energy, the calculation gives -10.35 eV. As for the total energy: -50315.667 eV. Its total charge is +1. The calculation puts the energy above the lowest of the compared OMol25 structures with the same formula, charge and spin at 0.000 eV.


Record 3
ORCA calculation (ωB97M-V with the def2-TZVPD basis set) on a single C4H6O2S2 molecule.

The geometry in XYZ format:
```
14
C4H6O2S2 ωB97M-V with the def2-TZVPD basis set
C 0.72201 -1.18537 0.47932
C 1.37291 -0.54331 1.42182
C -0.20476 0.99079 -0.89170
C -1.65022 0.66442 -0.90616
O 2.30060 0.33101 -1.14621
O -2.37620 -0.22914 1.52061
S 1.00476 -0.36150 -1.24377
S -2.75459 0.09346 0.16325
H 1.37489 -1.32024 2.39447
H 2.05721 0.27677 1.50482
H 0.10489 1.70733 -1.56087
H 0.04102 1.19435 0.10949
H -1.95089 0.35325 -1.91240
H -0.04164 -1.97181 0.06731
```

For the highest occupied orbital energy, the calculation gives -9.18 eV. As for the total energy: -30005.664 eV. The calculation puts the energy above the lowest of the compared OMol25 structures with the same formula, charge and spin at 5.717 eV.


Record 4
ORCA calculation (ωB97M-V with the def2-TZVPD basis set) on a molecular structure, C23H27AsHgN2SSbSe4.

The geometry in XYZ format:
```
60
C23H27AsHgN2SSbSe4 ωB97M-V with the def2-TZVPD basis set
Hg -1.59464 0.20793 0.35200
Se -2.09190 -4.46099 -0.82377
Sb -3.21329 -2.34910 -0.22982
Se -2.58451 0.41670 -1.73240
Se -2.06402 -1.32894 2.09721
Se -5.55129 -2.57586 0.44673
C -1.29711 1.90282 3.71268
N -2.27259 2.47658 2.81611
C -3.62436 2.00944 3.05124
C -1.90578 2.94705 1.60419
S -0.35478 2.71673 1.00338
N -2.81665 3.67382 0.90522
C -2.59773 3.92046 -0.50154
C -3.62610 4.68025 1.55506
H -1.55605 2.19005 4.73509
H -0.30826 2.28153 3.46061
H -1.28881 0.80734 3.64589
H -3.61744 0.92386 3.20679
H -4.25106 2.22569 2.18967
H -4.04559 2.48380 3.94163
H -2.37292 2.98785 -1.01714
H -1.77188 4.61963 -0.67105
H -3.51742 4.31574 -0.92927
H -3.54393 4.59640 2.63514
H -4.67378 4.58663 1.25579
H -3.26970 5.67338 1.25283
C 3.76669 -4.99338 -0.13095
C 2.50282 -5.15492 0.40770
C 1.54230 -4.17132 0.23279
C 1.84661 -3.02422 -0.48512
C 3.11100 -2.87831 -1.03859
C 4.06831 -3.85867 -0.86732
As 0.54932 -1.56633 -0.64324
C 0.70577 -1.28082 -2.54559
C 0.58307 -2.41544 -3.34442
C 0.57880 -2.30844 -4.72103
C 0.69569 -1.06502 -5.32083
C 0.78662 0.07084 -4.53357
C 0.76861 -0.03196 -3.15271
C 1.75197 -0.27716 0.18605
C 2.68475 0.53695 -0.44178
C 3.46816 1.40438 0.30140
C 3.32939 1.47555 1.67720
C 2.40007 0.67151 2.31505
C 1.62848 -0.20152 1.57335
H 4.52406 -5.75214 0.01509
H 2.26894 -6.04633 0.97268
H 0.53859 -4.30367 0.62444
H 3.33422 -1.98609 -1.61467
H 5.05653 -3.73450 -1.29382
H 0.45639 -3.38244 -2.86474
H 0.46558 -3.19896 -5.32276
H 0.69089 -0.98099 -6.40087
H 0.85621 1.04831 -4.99587
H 0.77481 0.87119 -2.54610
H 2.80203 0.49409 -1.52098
H 4.17916 2.04801 -0.20406
H 3.93172 2.16756 2.25457
H 2.26045 0.73840 3.38790
H 0.90360 -0.84296 2.07853
```

For the highest occupied orbital energy (spin up / spin down), the calculation gives -0.23 / -1.03 eV. The expectation value of S² is 0.77. As for the total energy: -371042.725 eV. Its total charge is -2. The spin multiplicity is 2. The calculation puts the energy above the lowest of the compared OMol25 structures with the same formula, charge and spin at 1.354 eV.


Record 5
ORCA calculation (ωB97M-V with the def2-TZVPD basis set) on a molecular structure, C12H24Cl2GaN2S.

The geometry in XYZ format:
```
42
C12H24Cl2GaN2S ωB97M-V with the def2-TZVPD basis set
Ga -0.14484 0.25648 -0.22712
Cl 1.57231 0.88441 -1.42417
Cl -1.60261 0.84525 1.36169
C -0.57784 3.14847 -0.94078
H -0.70267 3.25714 0.13365
H 0.03673 3.85866 -1.49155
C -0.82669 -1.44925 -0.94559
C -1.21500 2.14140 -1.59830
H -0.48557 -2.45271 -0.63934
C -1.10816 1.93588 -3.08829
H -1.92331 1.46631 -1.07831
C -1.94849 0.74085 -3.57749
H -1.41498 2.85181 -3.62032
H -0.04938 1.77594 -3.35507
C -1.32132 -0.62877 -3.23859
H -2.96114 0.81539 -3.16025
H -2.03607 0.80375 -4.67069
C -1.88440 -1.25779 -1.90983
H -1.59571 -1.33315 -4.03496
H -0.22099 -0.53292 -3.22907
H -2.62553 -0.56285 -1.42043
H -2.30421 -2.27434 -2.12104
C 1.75475 1.40683 3.57770
N 2.11869 0.02814 3.98272
C 2.82421 -0.12496 5.25673
C 1.81959 -1.00438 3.18036
S 1.10035 -0.67955 1.70692
N 2.02741 -2.35552 3.30806
C 2.68912 -3.05997 4.39979
C 1.54553 -3.23857 2.22515
H 2.11296 2.07680 4.36902
H 0.67502 1.54188 3.45664
H 2.21595 1.70649 2.63048
H 2.21016 -0.74502 5.93509
H 3.82056 -0.56789 5.07275
H 2.92474 0.90146 5.65373
H 1.95385 -3.80376 4.78044
H 3.52755 -3.63058 3.94077
H 3.01694 -2.35951 5.15819
H 0.46148 -3.20645 2.07201
H 2.00054 -3.03601 1.24949
H 1.80518 -4.26664 2.49828
```

For the highest occupied orbital energy, the calculation gives -0.52 eV. As for the total energy: -104067.503 eV. Its total charge is -1. The calculation puts the energy above the lowest of the compared OMol25 structures with the same formula, charge and spin at 4.011 eV.


Record 6
ORCA calculation (ωB97M-V with the def2-TZVPD basis set) on a gas-phase ion, C6H10N3 (charge +1).

The geometry in XYZ format:
```
19
C6H10N3 ωB97M-V with the def2-TZVPD basis set
C -2.88548 -1.10686 -1.53106
N -2.10894 -0.46978 -0.74372
C -0.73817 -0.98117 -0.33396
C -0.19896 0.27200 0.31348
C 1.10229 0.46313 0.78836
C 1.48380 1.91265 0.93065
C 2.23765 -0.56336 0.66852
N -1.19663 1.15785 0.27680
N -2.22456 0.71443 -0.25434
H -4.01493 -0.71481 -1.68146
H -2.66333 -2.13256 -1.79717
H -0.15660 -1.17533 -1.26436
H -0.76643 -1.92806 0.20162
H 0.90502 2.49641 1.66620
H 2.64437 2.06102 1.01381
H 0.97903 2.39309 -0.00656
H 2.06897 -1.61192 1.07214
H 2.37273 -0.71118 -0.41026
H 3.16017 -0.07556 1.09130
```

For the highest occupied orbital energy, the calculation gives -13.20 eV. Its SMILES is C=[N+]1CC(=C(C)C)N=N1. As for the total energy: -10843.371 eV. Its total charge is +1. The calculation puts the energy above the lowest of the compared OMol25 structures with the same formula, charge and spin at 4.891 eV.


Record 7
ORCA calculation (ωB97M-V with the def2-TZVPD basis set) on 10 unconnected molecules or ions with the total composition C6H32NO11.

The geometry in XYZ format:
```
50
C6H32NO11 ωB97M-V with the def2-TZVPD basis set
C 1.00576 -0.77833 0.18056
O 1.51377 -1.23062 1.49776
C -0.42538 -1.18269 -0.02094
C -0.56389 -1.82129 -1.42166
C -0.51402 -0.86367 -2.56982
C 0.60453 -0.25401 -2.95886
C -2.91344 -0.65868 -2.85766
N -1.62065 -0.76969 -3.41696
H 1.23515 0.27412 0.13499
H 1.73562 -1.20011 -0.50634
H 2.59157 -1.19471 1.43769
H -0.81679 -1.87015 0.71477
H -0.98807 -0.24802 0.03473
H 0.30276 -2.46226 -1.56501
H -1.39706 -2.51945 -1.36399
H 0.68065 0.27743 -3.90744
H 1.53498 0.04044 -2.48982
H -3.02432 -1.38697 -2.07126
H -3.66977 -0.71583 -3.63079
H -1.45954 -0.22274 -4.23281
H 3.94608 -1.84396 0.29879
H 3.98420 -0.26176 0.71649
O 3.90953 -1.18426 1.00667
H -3.21511 2.58673 3.60127
H -2.07779 1.58911 3.81996
O -2.35644 2.44610 4.06935
H 2.23260 0.41220 3.94090
H -3.74801 1.15396 -2.45635
O -2.99662 0.62982 -2.16111
H 2.19243 -4.42525 -2.87879
H 0.98496 -3.45341 -2.89374
O 1.58250 -3.93347 -2.31152
H 2.44565 1.79810 0.58531
H 3.27000 1.89882 1.92697
O 3.33442 1.70429 0.97284
H 0.15926 2.76376 0.09796
H 0.42370 3.51747 1.44349
O 0.81442 2.93814 0.82461
H 0.54602 -1.90189 4.49289
H -0.64365 -1.26412 4.04821
O 0.28446 -1.13170 3.93195
H -3.79749 1.61633 0.13467
H -2.40870 2.24421 0.33437
O -3.17736 1.85436 0.81443
H -1.50790 3.38784 -1.11388
H -1.61610 1.89667 -1.66961
O -1.23675 2.47082 -0.96804
H 1.24321 -0.66541 2.25335
H 1.34207 1.10396 3.08030
O 2.27457 0.83977 3.07115
```

For the highest occupied orbital energy, the calculation gives -11.31 eV. As for the total energy: -30746.297 eV. Its total charge is +1. The calculation puts the energy above the lowest of the compared OMol25 structures with the same formula, charge and spin at 2.711 eV.


Record 8
ORCA calculation (ωB97M-V with the def2-TZVPD basis set) on a single C4H6ClN3O2 molecule.

The geometry in XYZ format:
```
16
C4H6ClN3O2 ωB97M-V with the def2-TZVPD basis set
C 1.43285 -1.30255 0.50546
C 0.06475 -0.75915 0.48844
N -0.33670 -0.25123 1.76141
N -0.66890 0.92247 1.75991
C -0.94354 1.48321 0.47152
Cl -0.50719 3.13892 0.45337
C -0.03944 0.49756 -0.48564
N -0.69903 0.05115 -1.66540
O -1.88436 0.28493 -1.85365
O 0.07424 -0.46990 -2.49192
H 1.48051 -2.33998 0.16461
H 1.71910 -1.29370 1.50824
H 2.03644 -0.69497 -0.14011
H -0.71861 -1.42778 0.04667
H -1.92504 1.28569 0.11843
H 0.91490 0.87534 -0.64135
```

For the highest occupied orbital energy, the calculation gives -10.02 eV. Its SMILES is C[C@H]1N=N[C@@H](Cl)[C@@H]1[N+](=O)[O-]. As for the total energy: -25328.108 eV. The calculation puts the energy above the lowest of the compared OMol25 structures with the same formula, charge and spin at 1.280 eV.